1.
A single C3H3N5 molecule. Source: OMol25; level of theory: ωB97M-V/def2-TZVPD.

## Properties
- Strongest force on any atom: 0.0976 Eh/bohr
- Energy relative to the best compared isomer or geometry (same formula, charge and spin): 4.362 eV
- Frontier orbital gap: 0.296 hartree
- Highest occupied orbital energy: -9.0 eV

Each atom is followed by the atoms it is bonded to, with distances in Å.
Cartesian coordinates (Å):
1 H -2.79 -0.92 0.69  N2 1.011
2 N -2.35 -0.01 0.57  H1 1.011, C3 1.321
3 C -1.13 0.07 0.08  N2 1.321, C4 1.459, N9 1.469
4 C -0.50 1.28 -0.43  C3 1.459, C5 1.339, H10 1.095
5 C 0.81 1.40 -0.19  C4 1.339, N6 1.417, H11 1.155
6 N 1.56 0.45 0.54  C5 1.417, N7 1.200
7 N 1.66 -0.75 0.48  N6 1.200, N8 1.507
8 N 0.72 -1.39 -0.51  N7 1.507, N9 1.278
9 N -0.54 -1.14 -0.52  C3 1.469, N8 1.278
10 H -1.14 1.99 -0.97  C4 1.095
11 H 1.52 2.30 -0.35  C5 1.155



2.
A single C3H3NO molecule. Source: OMol25; level of theory: ωB97M-V/def2-TZVPD.

## Properties
- Strongest force on any atom: 0.0180 Eh/bohr
- Energy relative to the best compared isomer or geometry (same formula, charge and spin): 3.530 eV
- Frontier orbital gap: 0.355 hartree
- Highest occupied orbital energy: -10.0 eV

Each atom is followed by the atoms it is bonded to, with distances in Å.
Cartesian coordinates (Å):
1 C 0.40 0.40 -1.19  C2 1.477, H6 1.097, H7 1.107, H8 1.090
2 C -0.03 0.60 0.21  C1 1.477, O3 1.369
3 O 0.13 -0.61 0.82  C2 1.369, C4 1.317
4 C -0.55 -0.67 1.95  O3 1.317, N5 1.155
5 N -1.21 -0.77 2.89  C4 1.155
6 H 1.13 -0.40 -1.38  C1 1.097
7 H -0.56 0.10 -1.65  C1 1.107
8 H 0.68 1.35 -1.64  C1 1.090